Record 1
# C69H75BrGeN2O2P2SiTa

C69H75BrGeN2O2P2SiTa as an isolated structure in a non-equilibrium geometry (ωB97M-V/def2-TZVPD, OMol25).

Summary:
Charge: +1
LUMO energy (eV): -3.5639
Gap between HOMO and LUMO (eV): 6.5

Geometry as XYZ:
```
154
Properties=species:S:1:pos:R:3:mulliken_charge:R:1
Ta -0.169 0.143 -0.695 1.7755
C 3.645 0.079 -0.146 -0.7449
Si 2.121 0.551 0.813 1.1037
C 2.628 -0.307 2.482 -0.3260
C 3.664 0.342 3.184 -0.3883
C 4.351 -0.256 4.223 -1.1986
C 4.033 -1.549 4.617 -0.9765
C 2.994 -2.195 3.985 -0.1494
C 2.290 -1.590 2.932 -0.2654
P 0.779 -2.341 2.300 1.6963
C 0.085 -2.924 3.905 1.0044
C 0.094 -4.255 4.309 -0.2382
C -0.386 -4.622 5.561 -0.7364
C -0.875 -3.657 6.429 -0.8060
C -0.875 -2.321 6.043 -0.7146
C -0.398 -1.958 4.790 -0.8058
C 1.245 -3.895 1.430 0.5183
C 0.248 -4.282 0.362 -0.0393
C 1.124 -5.696 -1.035 0.1207
C 2.470 -6.040 -0.459 -1.4303
C 3.008 -5.522 0.647 -0.9710
C 2.461 -4.446 1.504 -0.2437
C 2.194 2.390 1.174 0.9537
C 3.439 3.013 1.375 -0.4623
C 3.530 4.312 1.838 -1.2144
C 2.369 5.042 2.085 -0.9680
C 1.138 4.474 1.825 -0.0445
C 1.055 3.157 1.355 -0.0330
P -0.557 2.459 0.906 1.9446
C -1.476 2.464 2.464 0.5786
C -2.045 3.644 2.952 -0.6898
C -2.648 3.661 4.198 -1.0491
C -2.686 2.510 4.975 -0.8135
C -2.117 1.339 4.504 -0.2796
C -1.521 1.315 3.249 0.1229
C -1.269 3.820 -0.078 0.2340
C -2.632 4.099 -0.063 -0.2600
C -3.164 5.072 -0.897 -1.1707
C -2.336 5.777 -1.759 -1.1942
C -0.972 5.529 -1.755 -0.2780
C -0.443 4.561 -0.913 -0.0390
H 4.384 -0.292 0.566 1.0860
H 3.441 -0.722 -0.852 -0.5886
H 4.072 0.910 -0.709 0.1962
H 3.949 1.348 2.927 0.6020
H 5.132 0.294 4.734 0.4280
H 4.571 -2.030 5.424 0.4377
H 2.684 -3.170 4.347 0.5031
H 0.474 -5.017 3.638 0.2885
H -0.367 -5.663 5.861 0.4580
H -1.243 -3.942 7.406 0.3998
H -1.236 -1.560 6.725 0.4429
H -0.360 -0.909 4.516 0.3827
H -0.653 -3.694 0.460 -1.1610
H 0.925 -6.247 -1.951 0.6147
H 3.030 -6.811 -0.976 0.4566
H 3.978 -5.900 0.949 0.4525
H 3.163 -4.052 2.228 0.4120
H 4.352 2.473 1.151 0.4405
H 4.502 4.762 1.999 0.4657
H 2.427 6.060 2.449 0.4454
H 0.242 5.069 1.959 0.3637
H -2.030 4.549 2.359 0.4539
H -3.084 4.580 4.566 0.4503
H -3.158 2.530 5.949 0.4533
H -2.139 0.442 5.106 0.4444
H -1.061 0.399 2.900 -0.1189
H -3.283 3.573 0.618 0.8124
H -4.226 5.281 -0.870 0.5063
H -2.751 6.531 -2.416 0.4319
H -0.313 6.100 -2.399 0.4171
H 0.623 4.409 -0.876 -0.6481
C 3.042 -2.465 -3.460 -1.8097
C 2.362 -1.150 -3.848 2.0340
C 2.170 -1.090 -5.367 -1.8763
C 3.119 0.070 -3.375 1.0496
C 4.474 0.149 -3.682 -0.3362
C 5.196 1.307 -3.471 -1.6130
C 4.533 2.439 -3.040 -0.2386
C 3.177 2.411 -2.729 0.2570
C 2.489 3.742 -2.497 2.3937
C 3.188 4.633 -1.475 -1.4882
C 2.370 4.502 -3.828 -1.8565
C 2.495 1.180 -2.784 -1.3199
N 1.081 1.130 -2.356 0.7553
C 0.330 1.703 -3.271 -0.7554
C -1.012 1.887 -3.124 0.3441
C -1.835 2.506 -4.057 -1.7757
C -3.102 2.398 -3.545 -1.1643
C -3.019 1.682 -2.329 -0.7554
N -1.704 1.396 -2.025 1.1280
C -4.316 1.162 -1.711 2.6354
C -4.424 1.246 -0.178 -0.8591
C -5.523 1.947 -2.247 -2.2838
C -4.457 -0.270 -2.259 -1.5174
H 2.412 -3.315 -3.737 0.5110
H 3.244 -2.520 -2.389 0.1821
H 3.991 -2.591 -3.984 0.5303
H 1.374 -1.104 -3.417 -0.7703
H 3.132 -1.143 -5.882 0.3878
H 1.682 -0.160 -5.670 0.3156
H 1.552 -1.923 -5.710 0.4822
H 4.967 -0.713 -4.116 0.4583
H 6.252 1.345 -3.708 0.4173
H 5.070 3.379 -2.981 0.4152
H 1.489 3.532 -2.144 -1.4575
H 4.160 4.972 -1.838 0.4874
H 3.341 4.117 -0.530 0.3572
H 2.591 5.529 -1.280 0.4454
H 3.362 4.728 -4.225 0.3790
H 1.843 5.449 -3.686 0.4331
H 1.837 3.934 -4.592 0.2996
H 0.787 2.045 -4.194 0.4893
H -1.512 2.967 -4.979 0.6344
H -4.010 2.756 -3.996 0.5996
H -4.878 2.197 0.104 0.6688
H -3.472 1.177 0.333 -0.5199
H -5.078 0.456 0.198 0.8126
H -5.389 3.023 -2.120 0.4205
H -6.413 1.652 -1.687 0.4800
H -5.716 1.741 -3.300 0.4272
H -3.652 -0.936 -1.956 -0.2742
H -4.443 -0.235 -3.351 0.5103
H -5.409 -0.700 -1.944 0.5640
Br -2.585 -3.416 -3.460 -0.0103
C -1.322 -4.181 -2.290 0.6435
C -1.791 -5.466 -1.737 -0.8996
C -1.286 -6.091 -0.664 -1.3346
C -0.003 -5.790 0.055 0.3830
C 0.872 -4.179 -1.056 0.3355
C -0.184 -3.562 -1.943 -1.6474
C -0.076 -2.114 -1.876 0.9456
O -0.770 -1.227 -2.430 -0.8131
O 0.764 -1.626 -0.961 0.3957
H -2.683 -5.870 -2.196 0.5221
H -1.815 -6.984 -0.345 0.4133
H 0.179 -6.484 0.871 0.5859
H 1.780 -3.597 -1.114 0.2903
C -4.389 -2.594 -0.157 -1.4762
Ge -3.086 -2.011 1.146 1.0657
C -2.585 -3.676 2.029 -1.0478
C -4.080 -1.047 2.514 -1.4683
C -1.938 -0.559 0.306 0.5530
H -4.965 -3.405 0.295 0.5978
H -3.939 -2.961 -1.079 0.3056
H -5.073 -1.786 -0.403 0.2684
H -2.958 -4.498 1.414 0.5507
H -3.122 -3.676 2.982 0.4774
H -1.547 -3.851 2.253 0.0264
H -5.010 -1.584 2.720 0.5733
H -4.329 -0.033 2.199 0.2280
H -3.508 -1.002 3.439 0.3048
H -2.109 0.228 1.036 -1.3784
H -2.629 -0.335 -0.515 0.1243
```

Record 2
# C2H3O3S2

A 2-piece molecular cluster, C2H3O3S2 overall in a non-equilibrium geometry (ωB97M-V/def2-TZVPD, OMol25).

Summary:
Charge: -1
LUMO energy (spin up / spin down) (eV): 2.7091 / 3.2352
Gap between HOMO and LUMO (spin up / spin down) (eV): 6.8 / 8.5

Geometry as XYZ:
```
10
Properties=species:S:1:pos:R:3:nbo_charge:R:1
C 1.250 0.301 0.567 -0.4860
C 0.146 0.388 -0.409 -0.4466
O -1.461 0.499 1.309 -1.0114
O -2.420 0.326 -0.941 -1.0023
O -1.269 -1.607 0.052 -1.0089
S 0.846 1.959 -0.220 0.1323
S -1.443 -0.162 0.027 2.3996
H 0.930 0.148 1.514 0.2263
H 2.133 -0.191 0.073 0.2167
H 1.290 -1.660 -1.972 -0.0197
```

Record 3
# C8H15N2S

An isolated ion of composition C8H15N2S and charge +1 in a non-equilibrium geometry (ωB97M-V/def2-TZVPD, OMol25).

Summary:
Charge: +1
LUMO energy (eV): -4.6341
Gap between HOMO and LUMO (eV): 7.2

Geometry as XYZ:
```
26
Properties=species:S:1:pos:R:3:nbo_charge:R:1
C -1.938 1.156 -0.024 0.0546
C -2.583 -1.096 -0.139 -0.1730
C -0.069 -0.442 0.259 0.0425
C 1.884 2.050 -0.532 -0.6209
C 2.652 -2.172 0.370 -0.6163
C -4.256 0.576 0.103 -0.4137
C 1.769 1.012 0.580 -0.2062
C 2.079 -1.148 -0.605 -0.2275
N -2.841 0.202 -0.003 -0.3684
N 1.179 -0.224 0.081 -0.3890
S -1.007 -1.780 -0.127 0.5283
H -2.066 2.020 0.605 0.1816
H -3.389 -1.796 -0.273 0.2494
H 0.905 2.245 -0.962 0.2261
H 2.275 2.974 -0.121 0.2387
H 2.554 1.719 -1.319 0.2150
H 1.858 -2.746 0.841 0.2114
H 3.295 -2.858 -0.173 0.2408
H 3.243 -1.686 1.141 0.2217
H -4.633 0.869 -0.878 0.2402
H -4.852 -0.250 0.477 0.2371
H -4.359 1.424 0.779 0.2404
H 2.751 0.776 0.991 0.2167
H 1.134 1.399 1.379 0.2270
H 2.889 -0.566 -1.048 0.2263
H 1.527 -1.657 -1.401 0.2173
```

Record 4
# H2N2O3S2

A 3-piece molecular cluster, H2N2O3S2 overall in a non-equilibrium geometry (ωB97M-V/def2-TZVPD, OMol25).

Summary:
Charge: -2
LUMO energy (eV): 4.9552
Gap between HOMO and LUMO (eV): 6.3

Geometry as XYZ:
```
9
Properties=species:S:1:pos:R:3:nbo_charge:R:1
N 5.841 1.454 -0.455 0.2320
N 7.110 -1.068 -1.079 0.2899
O 6.373 2.480 -0.404 -0.3486
O 6.033 -1.673 -0.943 -0.4887
O 7.179 0.209 -0.867 -0.4684
S 5.399 0.610 1.372 -0.3730
S -9.489 0.521 -0.769 -1.0701
H 5.546 -0.409 0.503 0.1567
H -8.647 -0.166 -0.101 0.0701
```

Record 5
# C2H6PS3

C2H6PS3 as an isolated structure in a non-equilibrium geometry (ωB97M-V/def2-TZVPD, OMol25).

Summary:
Charge: +1
LUMO energy (eV): -4.3544
Gap between HOMO and LUMO (eV): 9.1

Geometry as XYZ:
```
12
Properties=species:S:1:pos:R:3:nbo_charge:R:1
C -1.125 -0.143 1.187 -0.8470
C -1.033 0.100 -1.231 -0.8399
P 0.319 0.022 -0.023 1.1159
S -2.288 0.600 0.031 0.3234
S 1.584 -1.564 -0.087 -0.1234
S 1.266 1.919 -0.029 -0.1118
H -1.501 -1.449 1.305 0.2958
H -1.299 0.503 2.036 0.2820
H -1.004 0.910 -1.899 0.2712
H -1.060 -0.813 -1.707 0.2528
H 2.243 -1.350 -1.216 0.2020
H 2.376 1.360 0.483 0.1789
```

Record 6
# C36H37AsFNO9SV

C36H37AsFNO9SV as an isolated structure (ωB97M-V/def2-TZVPD, OMol25).

Summary:
Spin multiplicity: 2
Charge: -2
LUMO energy (spin up / spin down) (eV): 3.9846 / 3.9648
Gap between HOMO and LUMO (spin up / spin down) (eV): 4.6 / 6.9

Geometry as XYZ:
```
87
Properties=species:S:1:pos:R:3:mulliken_spin:R:1
V 0.307 -0.369 -0.999 0.0084
O 1.030 -1.591 -1.992 0.0031
As 2.446 0.726 -3.950 0.0001
O 2.632 2.280 -4.465 0.0001
O 0.703 0.997 -1.663 0.0105
C 4.079 -0.075 -4.896 0.0002
C 4.248 -0.177 -6.270 0.0000
C 5.459 -0.601 -6.807 0.0000
C 6.528 -0.919 -5.977 0.0000
C 6.381 -0.832 -4.599 0.0000
C 5.160 -0.413 -4.095 0.0000
S 4.765 -0.481 -2.374 -0.0001
O 5.922 -0.199 -1.562 0.0000
O 4.150 -1.779 -2.167 0.0001
O 3.738 0.630 -2.309 0.0001
H 1.666 -2.065 -2.530 -0.0001
H 3.429 0.082 -6.935 0.0000
H 5.574 -0.683 -7.883 0.0000
H 7.472 -1.237 -6.404 0.0000
H 7.191 -1.075 -3.922 0.0000
C -6.922 0.261 1.568 -0.0020
C -6.436 1.173 0.440 0.0077
C -6.804 2.633 0.667 0.0001
C -6.154 3.151 1.943 0.0071
C -4.705 2.737 2.032 -0.0535
C -3.876 3.358 2.993 0.2674
C -2.548 3.004 3.039 -0.1542
F -1.765 3.575 3.994 -0.0039
C -1.971 2.101 2.178 0.1381
C -2.779 1.454 1.214 -0.0294
C -2.266 0.505 0.302 0.1920
O -0.970 0.300 0.205 0.1165
C -3.164 -0.253 -0.499 -0.0712
C -4.484 0.042 -0.465 0.2041
N -4.993 1.072 0.288 0.0840
C -4.177 1.769 1.194 0.0946
C -2.708 -1.415 -1.346 -0.0107
O -3.576 -2.159 -1.818 -0.0029
O -1.449 -1.577 -1.490 -0.0004
H -7.991 0.398 1.750 -0.0011
H -6.377 0.471 2.489 -0.0020
H -6.742 -0.783 1.306 -0.0009
H -6.877 0.834 -0.499 0.0038
H -7.890 2.739 0.706 0.0004
H -6.436 3.210 -0.185 0.0008
H -6.705 2.794 2.822 -0.0009
H -6.213 4.243 1.967 -0.0060
H -4.277 4.087 3.685 0.0355
H -0.917 1.884 2.243 0.1389
H -5.185 -0.535 -1.052 0.0311
C 1.333 0.330 2.711 -0.0015
C 2.359 0.195 1.566 -0.0027
C 3.606 -0.521 2.102 0.0021
C 1.806 -0.730 0.443 0.0112
C 2.703 1.574 1.009 -0.0022
C 1.680 2.432 0.606 0.0030
C 1.955 3.651 0.011 -0.0029
C 3.269 4.062 -0.167 0.0002
C 4.296 3.245 0.273 0.0000
C 4.014 2.009 0.844 -0.0001
H 1.476 -0.467 3.445 -0.0013
H 0.315 0.232 2.334 -0.0010
H 1.431 1.291 3.219 0.0018
H 3.317 -1.509 2.465 -0.0004
H 4.052 0.036 2.933 0.0002
H 4.358 -0.657 1.323 0.0004
H 2.636 -0.981 -0.218 0.0070
H 0.649 2.123 0.716 0.0011
H 1.137 4.258 -0.358 0.0002
H 3.488 4.996 -0.671 0.0000
H 5.328 3.546 0.142 0.0000
H 4.843 1.370 1.114 0.0001
C -0.008 -4.567 3.036 0.0002
C -0.238 -4.106 1.592 -0.0023
C -1.696 -3.664 1.405 0.0008
C 0.079 -5.246 0.618 -0.0001
C 0.632 -2.956 1.289 -0.0045
C 1.211 -1.951 0.961 -0.0138
H -0.688 -5.387 3.283 0.0000
H -0.186 -3.744 3.730 0.0000
H 1.019 -4.912 3.172 0.0001
H -2.374 -4.504 1.587 0.0000
H -1.852 -3.296 0.391 0.0007
H -1.940 -2.855 2.096 -0.0017
H -0.560 -6.109 0.829 0.0000
H 1.124 -5.551 0.706 0.0000
H -0.099 -4.922 -0.408 0.0000
```

Record 7
# C40H48N6O18

A 10-piece molecular cluster, C40H48N6O18 overall in a non-equilibrium geometry (ωB97M-V/def2-TZVPD, OMol25).

Summary:
Spin multiplicity: 2
Charge: -1
LUMO energy (spin up / spin down) (eV): 0.4498 / -2.9545
Gap between HOMO and LUMO (spin up / spin down) (eV): 5.8 / 2.4

Geometry as XYZ:
```
112
Properties=species:S:1:pos:R:3:mulliken_spin:R:1
C 0.019 -0.141 -0.071 0.0027
O -0.673 -0.984 -0.673 -0.0019
O 0.521 0.815 -0.649 0.0061
O 0.054 -0.157 1.160 0.0056
C -0.553 3.067 2.242 0.0000
C -0.862 4.377 1.938 0.0000
C -1.622 5.169 2.815 0.0001
C -2.008 4.616 4.019 0.0000
C -1.834 3.257 4.298 0.0000
C -1.141 2.471 3.366 -0.0001
O -1.366 1.034 3.406 0.0000
O -1.620 6.554 2.735 0.0000
H 0.165 2.554 1.619 -0.0003
H -0.412 4.901 1.107 0.0000
H -2.387 5.256 4.803 0.0000
H -2.314 2.693 5.083 0.0000
H -1.093 0.528 2.637 -0.0001
H -1.986 7.061 3.463 0.0000
C -3.810 -2.449 -2.326 0.0047
C -5.000 -1.750 -2.442 -0.0008
C -6.299 -2.372 -2.211 0.0000
C -6.268 -3.708 -2.047 0.0001
C -5.093 -4.397 -2.065 0.0004
C -3.888 -3.752 -2.242 0.0003
O -2.817 -4.518 -2.069 0.0051
O -7.501 -1.713 -2.171 0.0000
H -2.859 -1.941 -2.385 -0.0048
H -4.862 -0.681 -2.512 0.0000
H -7.216 -4.184 -1.843 0.0000
H -5.164 -5.462 -1.899 0.0000
H -2.015 -4.008 -1.933 0.0022
H -8.291 -2.175 -2.460 0.0000
C 2.933 4.769 -2.010 -0.0001
C 2.612 5.933 -2.736 0.0002
C 1.396 6.109 -3.279 -0.0001
C 0.399 5.128 -3.195 0.0000
C 0.662 4.056 -2.375 -0.0001
C 1.939 3.872 -1.820 -0.0004
O 2.188 2.713 -1.139 -0.0001
O 1.095 7.278 -3.939 0.0000
H 3.910 4.459 -1.670 0.0000
H 3.312 6.755 -2.727 0.0000
H -0.510 5.156 -3.777 0.0000
H -0.145 3.348 -2.256 0.0003
H 1.455 2.093 -1.125 -0.0004
H 0.278 7.400 -4.427 0.0000
C 2.731 0.942 6.292 -0.0001
C 1.967 0.068 5.544 0.0002
C 1.897 0.216 4.181 0.0000
C 2.585 1.252 3.513 0.0003
C 3.336 2.201 4.279 -0.0003
C 3.443 2.010 5.638 0.0000
O 4.253 2.724 6.514 0.0000
O 1.152 -0.712 3.412 -0.0001
H 2.740 0.837 7.367 0.0000
H 1.366 -0.675 6.046 0.0000
H 2.436 1.411 2.455 0.0000
H 3.898 2.950 3.742 0.0001
H 4.519 2.059 7.153 0.0000
H 0.862 -0.453 2.534 -0.0002
C 4.653 -1.687 1.475 -0.0015
C 5.065 -2.931 1.885 0.0014
C 4.302 -4.099 1.668 -0.0020
C 3.142 -4.027 0.920 -0.0002
C 2.759 -2.764 0.516 0.0379
C 3.492 -1.609 0.772 0.0072
O 3.143 -0.414 0.276 0.0018
O 4.781 -5.377 2.054 0.0001
H 5.249 -0.812 1.689 -0.0001
H 5.958 -2.981 2.490 0.0001
H 2.447 -4.840 0.773 -0.0026
H 1.871 -2.713 -0.097 -0.0185
H 2.263 -0.174 -0.025 -0.0007
H 4.093 -5.995 2.309 0.0001
C 2.452 -2.741 -3.493 0.0544
C 1.305 -2.527 -2.686 -0.0011
C 0.740 -3.647 -2.027 0.2254
C 1.355 -4.897 -1.993 0.0333
C 2.515 -5.132 -2.673 0.0968
C 3.035 -4.045 -3.433 0.2438
O 4.073 -4.281 -4.243 0.1141
O -0.497 -3.479 -1.521 0.1430
H 3.044 -1.894 -3.806 0.0012
H 0.866 -1.559 -2.496 0.0476
H 0.918 -5.680 -1.390 0.0025
H 3.022 -6.085 -2.715 -0.0030
H 4.294 -3.471 -4.708 -0.0060
H -0.568 -2.584 -1.182 -0.0006
C -0.760 0.847 -4.103 -0.0005
O -0.959 1.342 -5.229 0.0001
N 0.237 1.015 -3.299 0.0005
N -1.649 0.037 -3.557 0.0005
H 0.163 0.803 -2.314 0.0010
H 0.993 1.600 -3.625 0.0000
H -1.442 -0.439 -2.690 0.0012
H -2.457 -0.234 -4.099 -0.0001
C -2.896 -2.724 1.600 0.0003
O -3.819 -3.293 2.180 0.0003
N -2.986 -2.011 0.520 -0.0006
N -1.679 -2.811 2.001 0.0007
H -2.125 -1.767 0.051 0.0035
H -3.813 -1.798 -0.019 0.0003
H -1.576 -3.303 2.878 0.0000
H -1.038 -2.125 1.629 -0.0015
C -3.279 1.905 -0.712 0.0000
O -4.396 2.440 -0.792 0.0000
N -3.062 0.579 -0.755 -0.0003
N -2.183 2.552 -0.606 0.0000
H -2.123 0.266 -0.556 0.0016
H -3.886 0.031 -0.554 -0.0001
H -2.268 3.551 -0.733 0.0000
H -1.281 2.127 -0.449 0.0000
```